No. 1
{
  "formula": "C7H8O5V",
  "method": "ωB97M-V with the def2-TZVPD basis set",
  "homo_energy_ev": [-22.68, -22.38],
  "multiplicity": 3,
  "s2": 2.253,
  "charge": 3,
  "homo_lumo_gap_ev": [7.33, 4.91],
  "elements": ["V", "O", "C", "C", "O", "C", "O", "C", "O", "C", "H", "H", "C", "H", "H", "C", "O", "H", "H", "H", "H"],
  "xyz": [[0.777, -0.855, -0.065], [-0.216, -0.307, 2.798], [0.175, -0.547, 1.735], [0.263, 0.330, -1.487], [-0.123, 1.097, -2.274], [-1.152, -1.238, -0.139], [-2.315, -1.220, -0.131], [1.886, 0.652, 0.528], [2.326, 1.662, 0.896], [1.840, -2.679, 0.308], [2.747, -2.571, 0.930], [1.250, -3.566, 0.603], [1.875, -2.279, -1.079], [1.226, -2.786, -1.807], [2.763, -1.764, -1.477], [-2.468, 2.707, -0.158], [-1.313, 2.198, 0.529], [-3.022, 1.847, -0.559], [-2.147, 3.330, -1.007], [-3.137, 3.294, 0.499], [-1.233, 2.696, 1.357]],
  "nbo_charge": [0.1957, -0.2545, 0.6021, 0.5920, -0.2603, 0.6149, -0.2577, 0.6089, -0.2359, -0.4300, 0.3105, 0.3097, -0.4328, 0.3154, 0.3166, -0.3191, -0.2198, 0.3143, 0.3835, 0.2979, 0.5485]
}

---

No. 2
{
  "formula": "C7H8OP",
  "method": "ωB97M-V with the def2-TZVPD basis set",
  "homo_energy_ev": -13.91,
  "charge": 1,
  "homo_lumo_gap_ev": 8.49,
  "e_above_lowest_kcal_mol": 4.12,
  "elements": ["C", "C", "C", "C", "C", "C", "C", "O", "P", "H", "H", "H", "H", "H", "H", "H", "H"],
  "xyz": [[0.588, -2.295, 0.012], [1.348, -1.288, 0.495], [-0.672, -2.181, -0.636], [-1.141, -0.923, -0.681], [0.893, -0.013, 0.263], [0.983, 2.231, 0.242], [-0.494, 0.237, -0.104], [1.693, 0.963, 0.300], [-0.385, 1.922, -1.021], [0.711, -3.423, 0.249], [2.291, -1.340, 0.873], [-1.259, -3.117, -1.048], [-2.061, -0.651, -1.098], [0.574, 2.344, 1.200], [1.713, 2.996, -0.150], [-1.181, 0.375, 0.853], [-1.503, 2.496, -0.404]],
  "nbo_charge": [-0.0033, -0.3245, -0.2648, -0.0442, 0.5440, -0.3495, -0.6381, -0.3787, 0.6061, 0.2591, 0.2590, 0.2787, 0.2302, 0.2150, 0.2609, 0.3521, -0.0022]
}

---

No. 3
{
  "formula": "C7H8OS",
  "method": "ωB97M-V with the def2-TZVPD basis set",
  "homo_energy_ev": -8.31,
  "charge": 0,
  "homo_lumo_gap_ev": 8.81,
  "e_above_lowest_kcal_mol": 54.73,
  "elements": ["C", "C", "C", "C", "C", "C", "C", "O", "S", "H", "H", "H", "H", "H", "H", "H", "H"],
  "xyz": [[1.035, -0.641, -1.551], [1.404, -0.692, -0.133], [-0.131, -0.204, -2.071], [0.610, -0.281, 0.838], [-1.320, 0.316, -1.365], [-1.195, 0.345, 0.150], [0.819, -0.053, 2.256], [-1.433, 1.390, 1.023], [-2.266, -0.981, -0.346], [1.694, -1.054, -2.330], [2.404, -1.053, -0.024], [-0.203, -0.057, -3.140], [-1.938, 0.991, -1.988], [0.708, -0.934, 2.998], [0.148, 0.745, 2.607], [1.833, 0.207, 2.305], [-2.171, 1.956, 0.771]],
  "nbo_charge": [-0.1868, -0.3144, -0.2054, 0.1477, -0.3493, 0.1548, -0.7005, -0.7157, 0.1033, 0.2144, 0.2110, 0.2051, 0.2404, 0.2306, 0.2528, 0.2276, 0.4842]
}

---

No. 4
{
  "formula": "C7H8S",
  "method": "ωB97M-V with the def2-TZVPD basis set",
  "homo_energy_ev": -8.26,
  "charge": 0,
  "homo_lumo_gap_ev": 9.01,
  "e_above_lowest_kcal_mol": 127.26,
  "elements": ["C", "C", "C", "C", "C", "C", "C", "S", "H", "H", "H", "H", "H", "H", "H", "H"],
  "xyz": [[0.248, 1.329, -0.071], [1.271, 0.089, -0.303], [-1.001, 1.085, 0.818], [0.894, -1.376, -0.424], [1.304, -0.826, -1.539], [-1.240, -0.219, 1.553], [-1.955, 0.049, 0.454], [-3.015, -0.357, -0.763], [0.633, 2.252, 0.324], [0.119, 1.558, -1.164], [2.165, 0.372, 0.272], [-1.358, 2.119, 1.095], [0.504, -2.276, 0.081], [1.388, -0.855, -2.633], [-0.976, -0.963, 2.286], [-3.155, -1.592, -0.391]],
  "nbo_charge": [-0.4544, -0.2353, -0.2082, -0.1823, -0.2002, -0.2299, -0.2062, 0.1392, 0.2098, 0.2061, 0.1779, 0.1749, 0.2262, 0.2306, 0.2323, 0.1193]
}

---

No. 5
{
  "formula": "C7H9BrNOP",
  "method": "ωB97M-V with the def2-TZVPD basis set",
  "homo_energy_ev": -9.43,
  "charge": 0,
  "homo_lumo_gap_ev": 9.65,
  "e_above_lowest_kcal_mol": 3.04,
  "elements": ["C", "C", "C", "C", "C", "C", "C", "N", "O", "P", "Br", "H", "H", "H", "H", "H", "H", "H", "H", "H"],
  "xyz": [[-2.690, 1.502, 0.007], [-1.782, 1.853, 1.072], [-2.355, 0.531, -0.961], [-0.569, 1.288, 1.216], [-0.247, 0.320, 0.070], [1.417, -1.256, -1.769], [1.708, -1.640, 1.178], [-1.095, 0.040, -0.901], [2.537, 0.643, -0.006], [1.470, -0.378, -0.116], [0.764, 1.781, 2.493], [-3.512, 2.030, -0.171], [-2.243, 2.629, 1.755], [-3.029, 0.298, -1.748], [0.946, -2.143, -1.830], [0.902, -0.664, -2.425], [2.507, -1.353, -1.991], [0.674, -2.138, 1.449], [2.394, -2.271, 0.675], [2.205, -1.074, 2.004]],
  "nbo_charge": [-0.2020, -0.2331, 0.0220, -0.1014, -0.1269, -0.9508, -1.0045, -0.4351, -1.0898, 1.8827, 0.1215, 0.2033, 0.2351, 0.2049, 0.2311, 0.2491, 0.2417, 0.2463, 0.2388, 0.2670]
}

---

No. 6
{
  "formula": "C7H9Cl2NO4ScTl",
  "method": "ωB97M-V with the def2-TZVPD basis set",
  "homo_energy_ev": [-22.03, -22.01],
  "charge": 4,
  "homo_lumo_gap_ev": [1.76, 2.02],
  "e_above_lowest_kcal_mol": 81.65,
  "elements": ["Tl", "Sc", "Cl", "Cl", "C", "C", "C", "O", "O", "O", "C", "N", "C", "C", "C", "O", "H", "H", "H", "H", "H", "H", "H", "H", "H"],
  "xyz": [[-0.807, 0.245, -6.041], [-0.368, 1.447, -1.007], [-0.646, -1.959, -4.660], [-0.338, 3.721, -0.898], [1.547, 1.056, -1.797], [1.550, -1.424, -6.388], [1.260, 1.660, -4.752], [2.590, 0.720, -2.209], [2.269, -2.285, -6.179], [2.136, 2.363, -4.517], [-0.919, -0.845, 3.911], [-0.333, -0.725, 2.563], [0.587, -1.779, 2.117], [-0.608, 0.277, 1.752], [-1.606, 1.319, 2.096], [0.002, 0.313, 0.602], [-0.454, -1.706, 4.405], [-2.000, -1.028, 3.878], [-0.747, 0.050, 4.520], [0.168, -2.325, 1.257], [1.575, -1.383, 1.824], [0.704, -2.472, 2.957], [-1.586, 2.129, 1.354], [-2.621, 0.884, 2.134], [-1.355, 1.746, 3.077]],
  "nbo_charge": [1.3685, 1.7777, 0.1917, -0.2935, 0.4089, 0.4872, 0.4348, -0.2274, -0.2837, -0.2884, -0.4429, -0.2461, -0.4323, 0.6916, -0.7194, -0.8013, 0.2693, 0.2609, 0.2622, 0.2316, 0.2490, 0.2700, 0.2170, 0.2987, 0.3160]
}

---

Number 1: largest force on an atom 0.1567 Eh/bohr. Number 2: largest force on an atom 0.0904 Eh/bohr. Number 3: largest force on an atom 0.0931 Eh/bohr. Number 4: largest force on an atom 0.0632 Eh/bohr. Number 5: largest force on an atom 0.1036 Eh/bohr. Number 6: largest force on an atom 0.1959 Eh/bohr.